Computed, not measured: C2H2IN3 in the gas phase in a non-equilibrium geometry, with the ωB97M-V functional and the def2-TZVPD basis.

## Properties
- LUMO level (alpha / beta) (eV) = -0.430 / -0.428
- energy (hartree) = -539.18974
- HOMO-LUMO gap (alpha / beta) (eV) = 7.415 / 7.418
- HOMO energy (alpha / beta) (eV) = -7.85 / -7.85

Geometry as XYZ:
```
8
Properties=species:S:1:pos:R:3:mulliken_charge:R:1
C -0.205 -0.768 -0.512 -0.16
C 0.107 -0.744 1.925 0.02
N -0.298 -0.787 0.801 -0.14
N -0.014 0.262 -1.253 0.01
N 0.131 1.422 -0.798 -0.53
I 0.317 3.001 -2.112 0.03
H -0.259 -1.654 -1.012 0.39
H 0.221 -0.732 2.962 0.39
```